Here is a molecular structure, C28H36BFN12O3S from the OMol25 dataset. Energies are from ωB97M-V with the def2-TZVPD basis set.

```
82
Properties=species:S:1:pos:R:3:mulliken_charge:R:1
S 0.200 -4.641 -1.555 0.134
F 3.453 -2.073 3.174 -0.263
O 4.194 -1.314 -1.080 -0.460
O -0.961 2.260 -1.264 -0.703
O 3.537 -0.241 1.967 -0.444
N 3.710 -2.301 0.961 -0.074
N 3.782 -6.526 -2.324 -0.500
N -4.063 0.443 -0.328 -0.491
N 3.473 -7.577 -7.942 -0.360
N 1.480 3.146 0.205 -0.371
N -0.951 -3.508 -1.473 -0.760
N 1.487 -3.783 -1.149 -0.519
N 6.442 -4.799 0.304 -0.392
N -6.840 1.019 -4.607 -0.476
N -1.928 3.140 3.742 -0.330
N -1.088 4.999 9.346 -0.379
N -4.605 4.931 -2.312 -0.480
C -5.062 4.403 -1.401 0.461
C 6.134 -4.839 1.408 0.407
C -6.850 3.600 -4.913 -0.634
C -4.520 0.245 -1.363 0.530
C 2.758 -7.630 -5.440 -0.651
C -0.335 -2.383 -1.107 0.470
C 3.360 -1.651 -0.312 -0.328
C -5.102 -0.008 -2.672 -0.769
C 4.452 -5.596 -2.396 0.506
C 3.548 -1.418 2.018 0.601
C 1.894 -1.452 -0.530 0.092
C -1.212 1.707 1.252 0.203
C 5.744 -4.890 2.807 -0.735
C -0.875 0.589 2.248 -1.222
C -0.411 5.396 8.508 0.329
C -0.100 -0.059 -0.509 0.243
C 5.299 -4.420 -2.487 -0.650
C 2.128 3.648 -0.599 0.481
C 0.438 5.892 7.435 -0.699
C -2.729 3.486 6.195 -0.902
C 1.318 -0.228 -0.333 -0.175
C 3.157 -7.601 -6.839 0.312
C 1.063 -2.532 -0.925 0.971
C -2.285 3.290 4.824 0.438
C -0.916 -1.098 -0.877 -1.167
C 2.952 4.288 -1.612 -1.065
C -6.870 2.157 -4.759 0.449
C -5.614 3.706 -0.250 -0.600
B -0.756 1.373 -0.227 0.480
H 2.990 -3.018 1.094 0.348
H 5.150 -5.780 3.012 0.272
H 4.009 4.123 -1.411 0.306
H 2.774 5.362 -1.633 0.327
H 1.490 5.751 7.677 0.273
H -5.769 0.796 -2.964 0.087
H -2.301 1.778 1.197 0.055
H 6.620 -4.913 3.453 0.316
H 5.467 -3.982 -1.512 0.103
H -0.787 2.648 1.571 0.403
H 1.884 0.644 -0.042 0.622
H -4.822 3.238 0.333 0.089
H -1.980 -0.938 -0.971 0.322
H 6.272 -4.673 -2.906 0.356
H -7.845 3.984 -5.135 0.277
H -1.283 0.828 3.225 0.398
H 2.731 3.891 -2.601 0.284
H 0.234 5.366 6.503 0.229
H -3.208 4.456 6.317 0.290
H -5.679 -0.931 -2.677 0.368
H 5.150 -4.018 3.075 0.111
H 4.846 -3.661 -3.125 0.253
H -3.446 2.722 6.491 0.311
H -1.345 -0.350 1.957 0.278
H -0.128 2.411 -1.721 0.273
H -6.182 3.907 -5.715 0.264
H -6.503 4.072 -3.993 0.105
H -6.304 2.923 -0.564 0.246
H -1.892 3.440 6.890 0.180
H -4.334 -0.093 -3.439 0.310
H 0.269 6.954 7.267 0.261
H 0.200 0.432 2.328 0.167
H 2.163 -6.756 -5.183 0.206
H 3.624 -7.644 -4.781 0.195
H -6.155 4.394 0.398 0.318
H 2.161 -8.514 -5.222 0.284
```

Properties
Gap between HOMO and LUMO = 8.36 eV
Highest occupied orbital energy = -8.984 eV
E_LUMO = -0.63 eV
Multiplicity = 1

---

Here is a molecular structure, C40H31N9PPr from the OMol25 dataset. Energies are from ωB97M-V with the def2-TZVPD basis set.

```
82
Properties=species:S:1:pos:R:3:mulliken_spin:R:1
Pr -0.685 -0.573 -0.746 2.014
P 0.178 2.533 -0.638 0.001
N 0.871 -9.971 1.368 0.000
N -4.922 -0.818 -2.154 0.001
N -3.666 -0.863 -1.750 -0.003
N -3.947 1.190 -2.169 0.001
N -1.289 0.039 1.765 -0.001
N -3.119 -1.909 -1.047 0.002
N 1.345 0.253 -2.174 -0.004
N 0.646 -1.648 1.189 0.002
N -3.054 0.305 -1.702 0.005
C -2.983 4.979 -0.356 0.000
C -0.305 -5.499 0.251 0.000
C 1.220 1.258 -4.386 -0.001
C -0.820 -0.035 4.148 -0.001
C 0.453 -1.354 2.535 0.003
C -2.347 1.606 3.272 0.001
C -2.052 3.992 -0.542 0.000
C -0.077 3.526 -3.410 0.001
C 0.863 2.306 -5.280 0.000
C 0.963 1.342 -3.053 0.002
C 1.133 -1.946 3.606 0.000
C -1.713 1.069 4.329 0.000
C -0.226 -0.792 5.206 0.000
C -0.612 -0.420 2.809 -0.006
C -1.044 6.488 0.089 0.000
C -0.143 -6.749 0.871 0.000
C 2.941 3.140 -0.939 0.000
C -0.148 5.389 -0.154 -0.001
C -2.110 1.111 2.017 0.002
C 3.535 2.094 1.574 0.000
C 0.665 -1.749 4.920 0.000
C 0.352 2.433 -2.504 -0.002
C 0.501 -7.721 0.130 -0.001
C 0.676 -9.018 0.766 0.000
C -0.327 -2.729 -1.780 0.009
C 1.023 -6.182 -1.610 -0.001
C 1.680 -2.437 0.996 0.001
C 4.260 3.056 -0.496 0.000
C 1.900 2.607 -0.125 -0.003
C 1.152 -7.435 -1.077 0.000
C 0.187 3.405 -4.765 0.000
C -5.035 0.465 -2.451 0.000
C -0.060 -3.902 -1.511 -0.021
C 2.170 2.112 1.155 -0.001
C 2.510 -2.999 1.991 0.000
C 2.251 -2.728 3.326 0.000
C 0.267 -5.221 -1.015 -0.001
C -0.671 4.155 -0.354 0.000
C 4.515 2.548 0.757 0.000
C -2.436 6.220 0.043 0.000
H 1.492 -5.954 -2.573 0.000
H 4.974 3.580 -1.170 0.000
H -4.086 4.841 -0.534 0.000
H 1.334 1.725 1.700 0.000
H 1.951 -2.757 0.013 0.000
H 5.531 2.567 1.260 0.000
H -2.987 2.422 3.362 0.000
H -2.799 1.367 1.240 -0.002
H -3.150 6.994 0.264 0.000
H 0.898 5.627 -0.094 0.000
H -1.900 1.468 5.333 0.000
H -2.903 -2.678 -1.713 0.000
H 1.746 -8.246 -1.514 0.000
H -0.462 -7.030 1.904 0.000
H 2.703 -3.245 4.147 0.000
H 3.758 1.743 2.538 0.000
H -5.942 0.940 -2.789 0.000
H -2.321 3.002 -0.921 0.002
H 2.738 3.499 -2.032 0.000
H 1.162 2.364 -6.302 0.000
H 1.807 0.410 -4.835 0.000
H 1.732 -0.566 -2.691 -0.001
H 2.168 0.525 -1.560 0.001
H -0.672 7.435 0.392 0.000
H -0.567 4.314 -2.998 0.000
H -3.919 -2.260 -0.507 0.000
H 0.045 4.312 -5.372 0.000
H -0.430 -0.528 6.245 0.000
H 1.083 -2.336 5.772 0.000
H 3.297 -3.668 1.605 0.000
H -0.746 -4.790 0.901 0.000
```

Properties
Gap between HOMO and LUMO (alpha / beta) = 7.19 / 7.23 eV
Net charge = +2
Highest occupied orbital energy (alpha / beta) = -13.256 / -13.258 eV
E_LUMO (alpha / beta) = -6.07 / -6.02 eV
Multiplicity = 3

---

Here is C2H3N3OS in the gas phase from the OMol25 dataset. Energies are from ωB97M-V with the def2-TZVPD basis set.

```
10
Properties=species:S:1:pos:R:3:nbo_charge:R:1
S 2.171 -1.250 -0.029 0.351
O -0.652 -1.175 0.215 -0.367
N -1.805 -0.592 -0.346 -0.490
N 0.677 0.838 -0.221 -0.322
N 1.980 1.303 -0.261 -0.234
C 0.669 -0.438 -0.110 0.269
C 2.864 0.403 -0.166 -0.113
H -1.709 -0.244 -1.321 0.343
H -2.013 0.327 0.170 0.340
H 3.864 0.658 -0.261 0.223
```

Properties
Gap between HOMO and LUMO = 10.55 eV
Energy above the lowest of the compared OMol25 structures with the same formula, charge and spin = 69.1 kcal per mole
Highest occupied orbital energy = -10.024 eV
Structure (SMILES) = NOc1nncs1
E_LUMO = 0.53 eV
Multiplicity = 1

---

Here is C4H6N2O in the gas phase from the OMol25 dataset. Energies are from ωB97M-V with the def2-TZVPD basis set.

```
13
Properties=species:S:1:pos:R:3:nbo_charge:R:1
O 2.657 0.302 0.427 -0.687
N 0.894 -1.179 -0.009 -0.531
N -2.158 0.658 -0.528 -0.806
C 0.278 0.961 0.032 -0.410
C -0.463 -1.152 -0.306 -0.170
C 1.333 0.095 0.171 0.432
C -0.869 0.157 -0.266 0.105
H -2.884 -0.015 -0.316 0.369
H 2.737 0.704 1.301 0.488
H 0.318 2.039 0.109 0.221
H -1.019 -2.062 -0.477 0.207
H -2.344 1.513 -0.019 0.368
H 1.520 -1.940 -0.211 0.414
```

Properties
Gap between HOMO and LUMO = 8.26 eV
Energy above the lowest of the compared OMol25 structures with the same formula, charge and spin = 23.1 kcal per mole
Highest occupied orbital energy = -7.425 eV
Structure (SMILES) = Nc1c[nH]c(O)c1
E_LUMO = 0.83 eV
Multiplicity = 1